(1)
DFT (ωB97M-V with the def2-TZVPD basis set) results for C31H55NO24P2Si2 as an isolated structure.

Structure (XYZ):
```
115
Properties=species:S:1:pos:R:3:forces:R:3
C 0.355361 1.270090 4.307794 -0.6080 1.2612 -6.2803
C 0.191749 1.194447 2.998122 0.2190 0.7919 6.7552
Si -0.281412 1.364484 1.114920 0.9521 -3.2604 -0.2989
C 0.695400 -0.024626 0.164670 -0.3018 -1.0519 -0.6221
C 0.222745 -1.520337 0.559548 1.2668 -0.9729 0.7055
C 0.910697 -2.006598 1.968751 -0.1357 -0.4745 -0.3421
O -1.966495 1.110177 0.804400 0.8613 2.3103 1.3365
Si -2.974508 2.411773 1.357567 0.1891 -0.1526 0.2561
C -2.679533 2.956360 3.174861 0.5834 0.7803 0.6981
O -2.763738 1.888228 4.165476 1.3856 2.9104 0.8534
O -3.117161 0.713626 3.618202 -1.0178 -3.0264 -1.8411
P -5.142543 1.814535 1.249172 -1.3794 -3.0738 0.1756
N -5.293931 0.234435 0.977698 0.6872 2.3544 0.1568
O -5.858123 2.152100 2.793634 0.2315 1.3663 -2.9749
O -6.003979 2.715871 0.064763 -0.5338 -0.2936 3.1390
P 0.514858 3.310738 0.470124 0.6949 2.4006 -0.1319
C 2.188654 3.518025 1.394995 0.3392 0.0502 0.3447
O 0.904791 3.353767 -1.208092 0.7112 -0.6239 1.4812
H 0.540304 1.773561 5.333850 -0.4230 -1.5806 -2.1982
H 1.841319 0.081609 0.356791 -1.9836 -0.1215 -0.2519
H 0.533798 0.081576 -0.986576 0.2532 0.1282 1.9539
H 0.603231 -2.289966 -0.226472 -0.7342 1.4812 1.1417
H -0.913660 -1.657638 0.654495 1.6284 0.4735 -0.2826
H 0.884006 -3.178076 2.029473 -0.0474 2.3733 -0.0611
H 2.031967 -1.697722 2.022290 -1.9916 -0.4297 -0.1519
H 0.352138 -1.561596 2.872440 0.9715 -0.6946 -1.3649
H -2.890959 3.627883 0.521812 0.4678 -0.5336 -0.2615
H -3.420093 3.781283 3.493791 1.2360 -1.5553 -0.6160
H -1.618997 3.428923 3.213557 -1.5042 -0.7454 0.0898
H -2.330866 0.127033 3.467452 -0.1334 1.1519 0.4457
H -4.352228 -0.176335 0.871157 -0.6059 0.2248 0.1286
H -6.133719 3.106768 2.812338 0.4554 -1.0268 0.2253
H -6.872530 2.937749 0.517351 1.1897 -0.2213 -1.0574
H 2.370712 4.666392 1.438195 -0.0983 -2.1056 -0.2176
H 3.050169 2.952859 0.881013 -1.8212 1.1851 1.0842
H 2.126522 3.133844 2.478930 -0.2158 0.5477 -1.6785
H 1.888811 3.382106 -1.306008 -0.7789 -0.0748 0.1288
C -2.362615 8.663482 -0.433777 0.3360 -0.0180 0.2192
C -3.313684 7.495113 -0.291310 0.6310 0.9872 -0.6313
C -4.679523 7.875118 0.196680 -0.4945 0.4232 -0.3976
O -5.123712 6.668593 0.807319 0.5043 -0.6727 0.3981
C -4.004101 6.010345 1.222568 0.1489 -0.2999 0.3256
O -4.007655 5.041092 1.935049 -0.4825 1.2622 -0.6299
O -2.878815 6.597097 0.726131 -0.8688 -0.7532 0.5854
H -2.636060 9.287965 -1.287586 -0.0133 -0.1351 0.0432
H -2.361492 9.286521 0.465628 -0.1086 -0.0912 -0.0520
H -1.337616 8.308251 -0.570083 -0.1637 -0.0082 -0.1393
H -3.361171 6.934625 -1.232252 -0.0935 0.0187 0.0611
H -5.348840 8.170306 -0.613323 -0.0462 -0.1883 0.1469
H -4.669056 8.661919 0.957877 0.1687 -0.0165 -0.0911
C 7.645266 1.158422 -1.643720 -0.0713 -0.0152 -0.4565
C 6.765576 2.037621 -0.781489 1.0781 -0.7234 -0.2753
C 5.830296 1.277702 0.109992 0.2905 -0.7730 0.5650
O 4.775890 2.215706 0.307386 -0.0152 0.7509 -0.8629
C 4.760464 3.014834 -0.801349 -0.1017 0.2349 -0.3751
O 3.890194 3.803301 -1.063323 0.6120 -0.6684 -0.0547
O 5.860078 2.797790 -1.576356 -1.0802 0.4947 0.5709
H 8.412063 0.663716 -1.042706 -0.0821 0.1095 0.0100
H 7.058230 0.391423 -2.156747 -0.0286 0.0842 0.1834
H 8.134325 1.751530 -2.421548 0.0560 0.0169 0.2098
H 7.383453 2.742890 -0.213374 -0.1189 -0.0122 0.0395
H 6.288255 1.001966 1.061647 -0.2032 0.1910 0.0092
H 5.409014 0.382620 -0.357771 0.2274 0.1565 -0.0528
C 1.622750 -0.506290 -5.285547 -0.0900 -0.3844 0.0499
C 2.527724 0.075665 -4.221196 -0.9490 -0.0267 -0.8518
C 3.831745 0.597502 -4.746700 0.0805 0.6299 -0.4481
O 4.675027 0.495855 -3.605168 -0.0601 -0.5546 0.6063
C 4.179063 -0.524019 -2.846878 0.1527 -0.5308 0.5782
O 4.741916 -1.004557 -1.900569 -0.4159 0.4477 -0.8522
O 2.960605 -0.928180 -3.307544 0.9603 0.1942 0.5165
H 1.202778 0.281862 -5.915057 0.0517 -0.0217 0.1197
H 2.163598 -1.210018 -5.925293 0.0455 0.1153 0.0784
H 0.803149 -1.066140 -4.826942 0.0271 0.2048 -0.0108
H 1.988212 0.838154 -3.647245 0.1279 0.0294 -0.0223
H 3.764077 1.631670 -5.089000 0.1573 -0.0653 0.1887
H 4.259028 -0.017388 -5.545472 -0.1869 -0.0488 0.0323
C -0.333779 -6.227571 4.793173 -0.0798 0.3726 0.0555
C 0.477335 -6.602084 3.571761 -0.9989 -0.1266 0.8955
C 1.753506 -7.319357 3.886704 0.1111 -0.7624 0.3057
O 2.557994 -7.012420 2.754130 -0.0591 0.6394 -0.4435
C 2.117125 -5.810505 2.279536 0.4586 0.7713 -0.7864
O 2.681510 -5.163496 1.438387 -0.6081 -0.7309 0.9002
O 0.949379 -5.441310 2.892318 1.0124 -0.2277 -0.5885
H -0.788652 -7.111731 5.246037 0.0597 0.0330 -0.1342
H 0.287269 -5.732632 5.545872 0.0365 -0.0873 -0.1061
H -1.124502 -5.521165 4.525932 0.0114 -0.1922 -0.0330
H -0.143556 -7.169538 2.869303 0.1555 -0.0818 0.0612
H 1.614748 -8.397163 3.983568 0.0915 0.1381 -0.1270
H 2.260622 -6.940584 4.780264 -0.1906 0.0897 -0.0002
C 1.338130 -10.424178 -1.022701 -0.3265 0.2204 -0.1049
C 1.590943 -10.489256 0.468096 0.3010 0.0582 -1.2714
C 1.551296 -11.877328 1.034571 0.4718 -0.5289 -0.0995
O 1.200044 -11.635593 2.392110 -0.4500 0.6544 0.2424
C 0.486026 -10.473366 2.406470 -0.7098 0.3696 0.8612
O -0.122723 -10.057149 3.359533 0.7509 -0.4484 -1.0762
O 0.549190 -9.846115 1.195884 -0.1531 -0.2925 1.0118
H 2.191327 -10.816472 -1.581263 -0.0354 0.0547 0.1132
H 0.448640 -10.997667 -1.300019 0.0963 -0.0155 0.1136
H 1.155724 -9.392485 -1.335414 0.1849 -0.0908 0.0521
H 2.530531 -9.979594 0.710826 -0.0420 -0.0996 0.0699
H 2.514092 -12.386949 0.967213 -0.1143 0.0389 0.2128
H 0.778323 -12.510563 0.587145 0.0351 0.1586 -0.1113
C -3.767223 2.973679 -3.388638 0.3626 0.0148 -0.0539
C -4.582657 4.246806 -3.450832 0.4335 -1.1903 0.4290
C -5.775617 4.164856 -4.355681 -0.6298 -0.3680 0.1263
O -5.973971 5.528317 -4.712530 0.5601 0.4910 -0.0225
C -4.752124 6.131079 -4.635151 0.2786 0.9494 -0.4268
O -4.511615 7.235930 -5.036786 -0.2524 -0.9910 0.4092
O -3.838010 5.308006 -4.042528 -0.5163 0.7255 -0.3928
H -4.298331 2.196739 -2.833164 0.0024 0.1323 0.0093
H -3.545241 2.593477 -4.390315 -0.1172 0.0997 0.0368
H -2.804689 3.159451 -2.903690 -0.1680 -0.0196 0.0973
H -4.863165 4.560847 -2.438517 -0.1175 -0.0370 -0.0728
H -6.657354 3.762398 -3.853908 0.0177 0.2054 -0.0920
H -5.591743 3.593218 -5.271159 0.1465 -0.0417 0.1395
```
Forces are in eV/Å.

Output
Kohn-Sham gap: 8.0268 eV
molar mass: 943.884 g mol⁻¹
HOMO energy: -7.61 eV
net charge: 0
E: -118000.1440 eV
maximum force: 6.8 eV/A

Atom charges from the Mulliken analysis, given in e for atoms 1 to 4: -0.117, -0.655, 0.850, -0.095

(2)
DFT (ωB97M-V with the def2-TZVPD basis set) results for a 3-piece molecular cluster, C31H56F3I2N5O8PS overall.

Structure (XYZ):
```
107
Properties=species:S:1:pos:R:3:forces:R:3
C 4.640054 2.003168 1.794573 -1.0968 -0.3972 -1.1760
C 3.464873 0.872705 1.813437 0.8461 -0.5872 1.6698
C 3.821451 -0.420837 0.934182 0.2101 0.4126 0.7311
C 3.669354 -0.198446 -0.687589 1.6902 -1.3476 2.1295
C 5.206905 -0.428753 -1.183962 0.1029 -0.6825 -0.6087
C 5.492724 -0.159366 -2.721944 1.1714 0.4387 -0.0206
C 5.729506 -1.952490 -0.915170 0.0694 -0.2024 0.3865
C 7.198565 -1.981070 -0.242192 -0.9343 -0.5969 -0.3214
C 2.777710 -1.379321 -1.292127 2.7472 -1.1539 -0.1799
N 1.424774 -1.022300 -1.843498 -0.1947 0.7598 -1.0310
C 0.279278 -0.958170 -0.890365 -2.4977 -0.8268 2.8779
C 0.571433 -1.334600 0.650398 -0.6213 -1.0349 0.1656
N -0.805091 -1.510376 1.263377 1.3283 -0.6722 0.5032
C -0.881879 -0.867392 2.614065 -1.3792 0.0997 0.9909
C -2.450411 -0.830272 3.027444 -0.0420 0.4498 0.4248
C -1.107778 -2.972179 1.364753 -2.8876 -2.1649 -1.4435
C -0.407782 -3.956372 2.411691 1.2660 0.4366 -0.3823
O -1.984904 -3.477653 0.616490 3.2447 2.1627 2.2643
P 1.023268 -2.439314 -2.918097 -1.8114 -5.4419 -1.9802
O -0.508680 -2.359745 -3.626592 2.2996 0.9123 1.0991
O 2.105726 -2.652411 -4.192411 -1.4735 1.5673 1.7245
S 1.029687 -4.131297 -1.905229 0.2486 1.3393 -0.0053
C 1.652535 0.225356 -2.715784 1.5892 0.3397 -2.1958
C 0.484023 0.576738 -3.705465 -0.2921 -0.3465 -3.5067
I -1.539578 1.269967 -3.156790 1.5680 -0.5764 0.4960
C 0.626974 0.431913 -5.141474 0.5196 -0.0516 2.8450
C 1.885860 -0.099926 -5.905514 -0.5106 -0.0275 -1.5071
I -1.006504 0.941186 -6.550672 1.6108 -0.5417 0.9412
C 2.369161 1.452333 -1.975816 -0.5907 2.4833 -0.0472
C 1.364304 2.631105 -1.463494 1.0644 0.8965 0.4457
C 0.656499 2.415136 -0.062599 -1.6390 1.4845 1.8049
C -0.915385 2.810792 -0.050462 0.2134 0.0963 0.7883
F -1.271301 3.832224 -0.998740 0.1851 -3.0418 1.1787
C -1.876659 2.256039 0.826511 0.5430 0.8197 -2.1127
F -3.035224 1.674287 0.229757 1.8203 2.1838 2.5805
F -1.730172 2.313397 2.218351 -0.5464 -1.4737 -3.3590
C 3.344249 2.325734 -2.954344 0.2998 1.0955 0.0135
O 3.572073 1.790296 -4.272522 -1.3086 -1.3898 1.5996
N 4.228675 2.734291 -5.020716 2.9996 -0.2472 -0.6166
O 5.321889 2.314405 -5.251559 -1.7214 1.1685 -0.3844
O 3.179031 1.138545 -0.830474 -0.9641 -1.4282 -1.1393
H 4.137693 3.026107 1.890654 0.9903 -1.3561 0.1324
H 5.424577 1.809759 2.597733 -1.1522 0.3613 -1.1212
H 5.112623 1.966006 0.752118 -0.4161 0.2432 1.5539
H 3.479008 0.494835 2.907605 -0.2781 0.4436 -1.6645
H 2.428852 1.299399 1.661877 1.3725 -0.4521 -0.1272
H 4.917830 -0.624980 1.234899 -1.6360 0.1995 -0.8453
H 3.261426 -1.361123 1.288422 0.5927 1.5495 -0.5475
H 5.851450 0.246310 -0.514298 -1.0119 -0.8079 -1.1924
H 4.647693 -0.411556 -3.444944 0.9751 0.3987 1.0576
H 5.843281 0.921266 -2.879929 -0.7694 -1.5808 -0.0083
H 6.385674 -0.816444 -3.039609 -1.3648 1.0657 0.4555
H 5.787495 -2.544496 -1.904013 -0.2112 1.0121 1.4601
H 5.025453 -2.548544 -0.242848 0.8678 0.8766 -0.7336
H 7.249474 -1.264775 0.646367 0.0939 -0.9091 -1.3395
H 7.357007 -3.045149 0.139416 -0.0131 1.4742 -0.4694
H 7.980624 -1.774119 -1.040650 -0.8752 0.0023 1.2384
H 2.785544 -2.286497 -0.585994 -0.6681 1.7019 -1.0475
H 3.384217 -1.784915 -2.191235 -1.0984 0.7305 1.1769
H -0.529446 -1.742021 -1.155914 1.3880 1.2626 0.1356
H -0.302294 0.017073 -0.850658 1.1957 -0.9836 -0.6304
H 1.077045 -2.365074 0.770126 -0.1099 1.7991 -0.4740
H 1.081326 -0.527712 1.257330 -0.2275 -1.0081 -1.0239
H -0.471046 0.194394 2.574878 -0.4610 -1.4370 -0.1869
H -0.301391 -1.435955 3.429456 -0.6571 0.7920 -1.2389
H -2.818690 0.242167 3.215172 0.7328 -1.5691 -0.2720
H -3.101635 -1.239064 2.178126 1.0491 0.3708 1.2562
H -2.630168 -1.387209 4.015025 0.1836 0.7299 -1.5931
H 0.013911 -4.862865 1.838828 -0.9161 1.4204 0.7280
H 0.500506 -3.452641 2.895856 -1.3565 -0.6774 -0.4684
H -1.107354 -4.341996 3.218648 0.6901 0.7308 -1.1744
H -1.102330 -3.004030 -3.162531 0.8040 0.5198 -0.2215
H 2.318603 -3.616996 -4.219041 -0.3160 0.7166 0.3610
H 2.495577 -0.213869 -3.381003 -1.3676 1.0238 0.6915
H 2.848952 -0.270999 -5.352138 -1.2804 0.2947 -0.2200
H 2.114245 0.631493 -6.768557 -0.3525 -1.0261 1.4144
H 1.598845 -1.085350 -6.433271 0.3333 1.4907 0.8969
H 0.695809 3.025256 -2.306063 0.7819 -0.9448 1.3069
H 2.072667 3.521516 -1.248644 -1.0007 -1.4913 -0.4867
H 0.710185 1.381823 0.394402 0.0470 1.1774 -0.9172
H 1.101998 3.111468 0.747139 -0.1877 -1.1023 -1.4656
H 4.372494 2.444158 -2.441923 -1.6943 -0.4315 -0.4786
H 2.970564 3.394422 -3.129608 0.1326 -1.5052 0.4753
C -4.304776 0.852029 5.927158 -0.5931 -0.0739 -0.1424
O -3.547765 -0.070599 6.173306 -0.0967 -0.0768 -0.1239
N -5.584892 0.721980 5.485191 0.8673 0.3032 0.2714
C -6.427286 1.870609 5.212424 -0.0787 -0.1803 -0.1589
C -6.124765 -0.607944 5.280123 0.2262 -0.0925 0.1100
H -3.994592 1.902714 6.048911 -0.0880 0.0460 -0.0157
H -7.312158 1.821570 5.851540 -0.0371 0.1698 -0.1257
H -6.731543 1.845298 4.163676 -0.1834 0.1617 0.1351
H -5.894629 2.802484 5.409202 0.0407 -0.1460 0.0543
H -6.088793 -1.158884 6.223139 -0.0413 -0.1064 -0.1411
H -5.511540 -1.134439 4.544128 -0.1187 -0.1199 0.0622
H -7.154754 -0.551953 4.926733 0.1287 0.1250 0.0238
C -8.784823 1.281804 1.429386 0.2278 -0.1026 -0.3333
O -8.478619 1.575862 2.569734 0.2078 -0.0886 -0.1797
N -7.907131 0.958784 0.438525 -0.6085 0.1403 0.3889
C -8.347699 0.618528 -0.899169 0.2463 0.0152 0.1251
C -6.487071 0.955417 0.732922 -0.1270 0.0942 0.2937
H -9.836438 1.254267 1.101698 0.0282 -0.0213 -0.0776
H -8.012241 -0.393803 -1.138260 -0.0997 0.0451 -0.1718
H -7.910645 1.325499 -1.608935 -0.1100 -0.1132 -0.1288
H -9.434964 0.662000 -0.975221 0.1080 0.0175 0.0842
H -6.289054 0.241621 1.536816 0.1614 0.0744 -0.0416
H -6.188030 1.951590 1.068535 0.1467 -0.1083 0.0059
H -5.913322 0.679164 -0.152197 -0.1415 0.0182 0.0503
```
Forces are in eV/Å.

Output
Kohn-Sham gap: 7.0110 eV
molar mass: 1000.659 g mol⁻¹
HOMO energy: -10.40 eV
net charge: +1
E: -101344.7995 eV
maximum force: 6.1 eV/A

Atom charges from the Mulliken analysis, given in e for atoms 1 to 4: -0.944, -0.327, -0.768, 1.616